(1)
{
  "formula": "C7H23BrN7O4",
  "method": "ωB97M-V/def2-TZVPD",
  "species": ["Br", "C", "O", "N", "N", "H", "H", "H", "H", "C", "O", "N", "N", "H", "H", "H", "H", "C", "O", "N", "N", "H", "H", "H", "H", "C", "C", "C", "O", "C", "N", "H", "H", "H", "H", "H", "H", "H", "H", "H", "H", "H"],
  "positions_angstrom": [[1.364, -0.776, 0.630], [2.588, 0.298, 5.105], [3.330, -0.667, 5.065], [2.483, 1.105, 6.208], [1.783, 0.642, 4.049], [1.975, 1.967, 6.154], [3.097, 0.922, 6.976], [1.226, 1.475, 4.055], [1.869, 0.074, 3.220], [4.238, 1.848, -1.108], [4.974, 2.788, -1.378], [4.425, 0.591, -1.619], [3.168, 1.949, -0.267], [5.212, 0.466, -2.225], [3.775, -0.156, -1.442], [3.049, 2.839, 0.175], [2.661, 1.117, 0.025], [-1.987, 0.543, 2.744], [-2.979, 0.904, 3.366], [-1.738, -0.738, 2.327], [-0.979, 1.396, 2.361], [-2.400, -1.455, 2.540], [-0.930, -0.823, 1.726], [-0.173, 1.014, 1.883], [-1.065, 2.383, 2.503], [-2.212, -0.121, -1.674], [-1.698, -1.105, -2.717], [-2.277, -0.888, -4.099], [-3.684, -1.126, -4.163], [-4.011, -2.489, -4.223], [-0.216, -1.089, -2.851], [-1.507, -0.075, -0.837], [-3.206, -0.343, -1.289], [-2.220, 0.920, -2.029], [-1.894, -2.106, -2.317], [-1.762, -1.521, -4.827], [-2.169, 0.173, -4.335], [-3.343, -3.109, -3.613], [-3.960, -2.876, -5.250], [-5.019, -2.631, -3.833], [0.052, -0.138, -3.106], [0.159, -1.180, -1.909]],
  "total_charge": -1,
  "orbital_gap_ev": 8.9,
  "energy_ha": -3539.0256,
  "e_above_lowest_kj_mol": 48.6
}

(2)
{
  "formula": "C49H52ClN7O3PV",
  "method": "ωB97M-V/def2-TZVPD",
  "species": ["V", "C", "C", "C", "C", "C", "C", "P", "C", "C", "C", "C", "C", "C", "C", "C", "C", "C", "C", "C", "C", "C", "C", "C", "H", "H", "H", "H", "H", "H", "H", "H", "H", "H", "H", "H", "H", "H", "H", "H", "N", "C", "N", "C", "C", "O", "C", "C", "H", "H", "H", "H", "H", "H", "H", "H", "N", "C", "O", "C", "C", "C", "C", "N", "C", "H", "H", "H", "H", "H", "H", "C", "C", "C", "C", "C", "O", "C", "C", "C", "C", "C", "C", "Cl", "C", "C", "C", "N", "C", "N", "C", "N", "H", "H", "H", "H", "H", "H", "H", "H", "H", "H", "H", "H", "H", "H", "H", "H", "H", "H", "H", "H", "H", "H"],
  "positions_angstrom": [[-0.165, 0.739, 1.099], [1.818, 1.486, 7.518], [0.571, 2.082, 7.383], [-0.156, 1.932, 6.207], [0.367, 1.183, 5.155], [1.624, 0.596, 5.297], [2.345, 0.739, 6.472], [-0.534, 0.896, 3.600], [-1.809, 2.203, 3.560], [-3.120, 1.969, 3.576], [-4.092, 2.880, 2.872], [-3.710, 4.369, 2.719], [-2.192, 4.674, 2.748], [-1.266, 3.447, 2.915], [-1.458, -0.656, 3.842], [-1.958, -1.055, 5.050], [-2.696, -2.257, 5.165], [-2.873, -3.051, 4.071], [-2.317, -2.695, 2.816], [-2.387, -3.586, 1.710], [-1.749, -3.282, 0.549], [-1.068, -2.042, 0.414], [-1.010, -1.095, 1.416], [-1.619, -1.468, 2.675], [2.379, 1.603, 8.437], [0.159, 2.666, 8.198], [-1.127, 2.401, 6.108], [2.029, 0.002, 4.483], [3.316, 0.269, 6.575], [-3.492, 1.014, 3.941], [-5.108, 2.745, 3.237], [-4.359, 5.086, 3.213], [-1.886, 5.581, 3.261], [-0.288, 3.702, 3.323], [-1.787, -0.452, 5.936], [-3.099, -2.550, 6.127], [-3.416, -3.988, 4.155], [-2.931, -4.520, 1.820], [-1.765, -3.980, -0.280], [-0.561, -1.858, -0.528], [1.700, 0.231, 1.286], [2.862, 0.435, 1.286], [4.143, 0.644, 1.278], [4.968, 0.305, 0.092], [5.709, -0.987, 0.364], [6.475, -0.877, 1.552], [5.664, -0.634, 2.689], [4.922, 0.678, 2.545], [5.675, 1.119, -0.062], [4.323, 0.218, -0.777], [6.400, -1.206, -0.447], [4.993, -1.813, 0.448], [6.325, -0.599, 3.552], [4.948, -1.454, 2.823], [5.630, 1.503, 2.480], [4.244, 0.855, 3.376], [-5.980, 1.296, 1.085], [-5.331, 2.379, 0.573], [-5.730, 2.990, -0.396], [-4.023, 2.735, 1.266], [-3.653, 4.224, 1.164], [-2.136, 4.525, 1.192], [-1.209, 3.290, 1.333], [-1.693, 1.970, 0.903], [-2.961, 1.756, 0.840], [-6.843, 1.006, 0.657], [-5.666, 0.820, 1.911], [-4.267, 4.793, 0.475], [-1.782, 5.313, 0.532], [-0.214, 3.454, 0.909], [-3.267, 0.743, 0.587], [-1.454, -2.767, -3.480], [-1.571, -2.275, -4.929], [-1.114, -3.396, -5.876], [-3.071, -2.041, -5.176], [-0.759, -0.970, -5.246], [-1.196, -0.468, -6.520], [0.774, -1.118, -5.375], [1.625, -1.820, -4.302], [3.095, -1.595, -4.570], [3.838, -0.687, -3.822], [5.179, -0.448, -4.098], [5.790, -1.135, -5.131], [7.467, -0.848, -5.477], [5.076, -2.047, -5.892], [3.736, -2.265, -5.609], [-1.163, 0.252, -4.388], [-0.480, 0.480, -3.107], [-0.967, 0.330, -1.879], [-0.077, 0.728, -0.981], [0.963, 1.161, -1.770], [0.751, 1.045, -3.057], [-2.070, -3.664, -3.369], [-1.847, -2.037, -2.773], [-0.443, -3.029, -3.178], [-1.652, -4.316, -5.636], [-0.046, -3.611, -5.799], [-1.342, -3.166, -6.922], [-3.584, -3.006, -5.205], [-3.261, -1.526, -6.116], [-3.534, -1.463, -4.369], [-1.006, -1.129, -7.194], [1.171, -0.109, -5.503], [0.952, -1.620, -6.330], [1.435, -2.893, -4.292], [1.383, -1.446, -3.309], [3.343, -0.139, -3.028], [5.751, 0.274, -3.528], [5.568, -2.579, -6.696], [3.184, -2.985, -6.206], [-2.231, 0.225, -4.181], [-0.969, 1.132, -4.993], [-1.951, -0.055, -1.662], [1.873, 1.585, -1.374]],
  "multiplicity": 2,
  "total_charge": 1,
  "orbital_gap_ev": [7.2, 6.3],
  "energy_ha": -4252.6916,
  "e_above_lowest_kj_mol": 148.5
}

(3)
{
  "formula": "C3H5ClO",
  "method": "ωB97M-V/def2-TZVPD",
  "species": ["C", "C", "O", "C", "Cl", "H", "H", "H", "H", "H"],
  "positions_angstrom": [[-0.593, 1.162, -0.078], [-0.581, -0.374, -0.152], [-1.548, -1.064, -0.426], [0.781, -1.072, 0.193], [2.190, -0.140, -0.308], [-1.612, 1.581, -0.216], [0.116, 1.592, -0.793], [-0.274, 1.572, 0.909], [0.726, -1.954, -0.406], [0.795, -1.303, 1.276]],
  "orbital_gap_ev": 10.8,
  "energy_ha": -652.7315,
  "e_above_lowest_kj_mol": 4.6,
  "smiles": "CC(=O)CCl"
}

(4)
{
  "formula": "C23H42CsN4OV",
  "method": "ωB97M-V/def2-TZVPD",
  "species": ["N", "C", "O", "Cs", "V", "N", "N", "C", "C", "C", "C", "C", "C", "C", "C", "H", "H", "H", "H", "H", "H", "H", "H", "H", "H", "H", "H", "H", "H", "H", "H", "H", "H", "C", "H", "H", "H", "C", "H", "H", "H", "C", "C", "C", "C", "C", "C", "C", "C", "N", "C", "C", "C", "C", "H", "H", "H", "H", "H", "H", "H", "H", "H", "H", "H", "H", "H", "H", "H", "H", "H", "H"],
  "positions_angstrom": [[-2.317, -0.076, -0.596], [-3.406, -0.685, -0.444], [-4.434, -1.246, -0.286], [-0.673, 3.496, -0.216], [-0.386, -0.175, -0.566], [0.314, 1.588, -1.186], [0.333, -1.630, -1.525], [0.189, 1.885, -2.668], [-0.119, -2.594, -2.556], [0.666, 3.317, -3.012], [1.043, 0.891, -3.454], [-1.286, 1.724, -3.041], [-0.247, -4.004, -1.971], [0.875, -2.694, -3.719], [-1.469, -2.152, -3.099], [1.586, 3.604, -2.473], [-0.115, 4.089, -2.872], [0.905, 3.343, -4.084], [2.116, 1.068, -3.293], [0.843, 0.988, -4.532], [0.814, -0.139, -3.153], [-1.725, 0.784, -2.667], [-1.374, 1.733, -4.138], [-1.914, 2.550, -2.660], [0.699, -4.349, -1.538], [-0.520, -4.695, -2.780], [-1.033, -4.065, -1.211], [1.854, -3.056, -3.387], [1.006, -1.741, -4.241], [0.480, -3.413, -4.449], [-1.796, -2.891, -3.843], [-1.406, -1.181, -3.608], [-2.238, -2.097, -2.320], [1.686, 1.723, -0.660], [1.735, 1.312, 0.362], [2.438, 1.184, -1.265], [2.019, 2.782, -0.619], [1.718, -1.830, -1.058], [1.926, -1.183, -0.191], [1.897, -2.873, -0.750], [2.469, -1.579, -1.829], [2.573, 2.312, 4.453], [1.293, 2.075, 3.698], [0.212, 2.950, 3.847], [-1.004, 2.738, 3.188], [-2.120, 3.749, 3.274], [-1.152, 1.591, 2.410], [-0.060, 0.726, 2.202], [1.158, 0.970, 2.859], [-0.229, -0.428, 1.378], [-0.365, -1.718, 2.115], [1.011, -2.299, 2.435], [-1.116, -1.548, 3.440], [-1.141, -2.688, 1.236], [2.935, 3.338, 4.306], [2.430, 2.173, 5.534], [3.356, 1.620, 4.127], [0.316, 3.821, 4.508], [-3.085, 3.313, 2.982], [-2.225, 4.136, 4.298], [-1.945, 4.630, 2.626], [-2.131, 1.320, 1.980], [1.999, 0.281, 2.713], [1.556, -1.653, 3.131], [0.878, -3.280, 2.913], [1.622, -2.441, 1.535], [-2.100, -1.093, 3.287], [-1.266, -2.541, 3.885], [-0.552, -0.947, 4.164], [-2.183, -2.369, 1.121], [-0.687, -2.775, 0.241], [-1.133, -3.679, 1.712]],
  "total_charge": 2,
  "orbital_gap_ev": [6.6, 6.4],
  "energy_ha": -2159.4187,
  "e_above_lowest_kj_mol": 79.5
}

In the order shown, the computed strongest force on any atom values come out to 1.13 2.03 1.64 5.46 eV/A.